(1)
Computed, not measured: 2 unconnected molecules or ions with the total composition C11H18 in a non-equilibrium geometry, with wB97M-V/def2-TZVPD.

Results
- Kohn-Sham gap: 10.038 eV
- DFT total energy: -429.907137 Eh
- F_max: 1.91 eV/Å

```
! wB97M-V def2-TZVPD RIJCOSX def2/J DEFGRID3
* xyz 0 1
H 2.705 -1.149 1.284
H -0.856 -0.350 0.308
H 3.419 -0.407 -0.069
C -0.642 -2.496 0.193
C -0.795 -0.887 -1.717
C 0.756 1.032 1.545
C 2.874 -0.164 0.835
H 2.579 1.505 -1.282
C -2.769 -1.050 -0.189
H 0.122 -2.314 0.926
C 1.705 0.749 0.591
C 1.750 1.508 -0.590
H -1.291 -3.154 0.782
H 3.594 0.301 1.507
H -3.073 -0.236 -0.848
H 0.239 -1.147 -1.915
H 0.692 0.403 2.422
H -0.865 3.584 0.050
C -1.247 -1.171 -0.279
C -0.211 2.733 0.190
C 0.732 2.430 -0.782
H -3.345 -1.909 -0.526
H -0.978 0.163 -1.933
H -3.085 -0.720 0.801
H -0.851 2.312 2.179
C -0.097 2.125 1.429
H -0.163 -3.068 -0.603
H 0.496 2.739 -1.802
H -1.392 -1.364 -2.508
*
```

(2)
Computed, not measured: a molecular structure, C24H40ClI2O2P in a non-equilibrium geometry, with wB97M-V/def2-TZVPD.

Results
- Kohn-Sham gap: 7.926 eV
- DFT total energy: -2485.218505 Eh
- F_max: 6.87 eV/Å

```
! wB97M-V def2-TZVPD RIJCOSX def2/J DEFGRID3
* xyz 0 1
P 1.190 1.215 -2.074
C 3.640 3.012 -0.351
H -3.959 -2.883 1.108
H 7.158 -0.812 -3.668
H -2.384 -0.910 0.201
H 5.995 1.468 -4.953
H 3.038 -1.275 -0.954
I 2.945 1.983 2.641
H -1.902 -2.457 -2.668
H -1.034 -2.573 2.352
H 3.290 3.473 -1.357
C -2.196 -4.297 0.520
H -2.426 -0.937 5.989
C -1.447 4.687 -2.176
C -2.033 1.137 4.921
H -3.630 -4.264 2.359
H -0.575 -3.919 -1.182
H -0.573 -3.195 5.776
H -0.647 -0.821 6.735
H -0.350 3.831 -3.982
C -1.371 -3.331 -0.517
H -1.691 2.108 4.340
C -1.611 0.171 -1.712
H -2.547 -1.409 2.466
H -1.380 -4.918 1.121
H -0.090 -0.649 -3.171
C 3.889 1.372 -3.662
C -2.180 -2.527 2.648
H -0.763 5.128 -1.334
Cl 0.878 1.271 -4.220
H -2.876 -5.019 -0.134
H -3.653 -0.694 -1.177
C 2.982 0.581 -2.521
C 0.649 3.043 -2.079
C 2.602 2.034 0.430
H -3.388 -3.032 -1.582
C -2.320 -2.500 -1.576
H -0.800 -2.535 0.129
C 5.419 0.866 -4.106
C -2.276 -2.972 4.226
C -0.697 3.404 -2.923
O -1.651 5.761 -3.174
I 0.367 0.043 1.321
O -0.905 0.172 4.796
H -3.029 0.682 4.453
C -2.512 -0.985 -0.980
H -1.558 1.145 -1.027
H -1.100 6.553 -2.843
C -0.066 -0.247 -2.045
C -0.930 -2.385 5.005
H -0.045 -2.170 4.258
H 1.531 3.645 -2.614
H 4.045 3.852 0.395
H -3.265 -2.593 4.764
H -2.239 -4.142 4.275
C 6.073 -0.444 -3.355
C 3.684 -0.729 -1.791
H 5.638 -2.183 -1.603
H 4.606 2.355 -0.603
H 0.329 -1.197 -1.439
H 3.508 2.344 -4.231
H 0.485 3.371 -0.966
C -1.280 -0.928 5.735
H -2.159 0.479 -2.714
C -3.085 -3.488 1.648
C 1.510 1.196 -0.214
H -2.186 1.434 6.060
H -1.427 2.527 -3.153
H -2.437 4.316 -1.671
C 5.221 -1.242 -2.172
*
```